19
Properties=species:S:1:pos:R:3:mulliken_charge:R:1 method="wB97M-V/def2-TZVPD" fmax_ev_per_a=0.55 orbital_gap_ev=7.569 energy_ha=-310.84775 e_homo_ev=-6.56 relative_energy_kj_mol=555.3 e_lumo_ev=1.01
C -1.1352 -1.6632 -0.9206 -1.400
C -0.7879 -0.1889 -0.7206 0.707
C -1.0137 0.2888 0.7208 -0.937
C -0.1521 1.5404 0.8191 -0.399
O 0.9945 1.2941 -0.0066 -0.237
C 0.6855 0.0916 -0.9902 -0.840
C 2.0018 0.0466 0.5556 -0.549
H -2.1889 -1.8645 -0.6916 0.365
H -0.9526 -1.9720 -1.9555 0.363
H -0.5123 -2.2920 -0.2742 0.295
H -1.4467 0.4107 -1.3744 0.300
H -0.6693 -0.4714 1.4337 0.276
H -2.0667 0.4951 0.9389 0.443
H 0.2001 1.7686 1.8311 0.296
H -0.6542 2.4241 0.4086 0.296
H 0.8415 0.5335 -1.9822 0.180
H 2.2311 0.6164 1.4808 0.277
H 1.6787 -0.9560 0.8303 0.256
H 2.8756 0.0101 -0.0849 0.309


18
Properties=species:S:1:pos:R:3:mulliken_charge:R:1 method="wB97M-V/def2-TZVPD" fmax_ev_per_a=3.57 orbital_gap_ev=9.202 energy_ha=-323.24282 e_homo_ev=-8.30 relative_energy_kj_mol=167.3 e_lumo_ev=0.90 smiles="[H]/N=C(/N)NCCC"
H 2.3268 0.9624 0.4615 0.216
N 1.7722 1.7551 0.2277 -0.769
C 0.5181 1.4770 0.3575 0.492
N -0.5467 2.2965 -0.0224 -0.443
N 0.1540 0.1680 0.4973 -0.174
C -0.8311 -0.3856 -0.3364 -0.353
C -1.0421 -1.8707 -0.1778 -0.723
C 0.2056 -2.8441 -0.3960 -1.073
H -1.5032 2.1876 0.4131 0.240
H -0.1732 3.2429 -0.2889 0.259
H 0.8131 -0.5198 0.9846 0.291
H -0.7207 -0.1435 -1.5084 0.214
H -1.7841 0.0796 -0.0964 0.176
H -1.4453 -2.1683 0.8013 0.332
H -1.8169 -2.1238 -0.8470 0.384
H 1.0258 -2.7905 0.3410 0.306
H 0.7089 -2.6396 -1.3444 0.306
H -0.1900 -3.8841 -0.5187 0.319


38
Properties=species:S:1:pos:R:3:mulliken_spin:R:1 method="wB97M-V/def2-TZVPD" spin_multiplicity=2 total_charge=-1 fmax_ev_per_a=1.15 orbital_gap_ev="6.520 / 6.027" energy_ha=-1376.76188 e_homo_ev="-3.59 / -4.00" e_lumo_ev="2.93 / 2.02"
Hg 2.0357 0.0307 -0.1844 0.409
C -0.7428 1.8983 -2.1307 0.002
N 0.5743 1.3480 -2.3961 -0.019
C 0.5267 0.3927 -3.4826 0.003
C 1.5674 2.3908 -2.6292 0.044
C 1.7706 3.2270 -1.3829 0.035
C 1.5277 4.5975 -1.3817 0.023
C 1.6131 5.3310 -0.2020 -0.019
C 1.9445 4.6906 0.9840 0.009
C 2.2108 3.3211 0.9795 0.016
C 2.1283 2.6047 -0.1987 0.406
H -1.1545 2.4226 -3.0123 -0.001
H -0.6855 2.6033 -1.3027 0.000
H -1.4179 1.0916 -1.8434 0.001
H 0.2417 0.8566 -4.4441 0.001
H -0.2004 -0.3823 -3.2370 -0.009
H 1.5028 -0.0817 -3.6018 0.011
H 1.2775 3.0402 -3.4750 0.000
H 2.5043 1.8912 -2.8891 0.002
H 1.2613 5.0938 -2.3105 0.000
H 1.4099 6.3951 -0.2106 -0.001
H 1.9932 5.2487 1.9125 -0.002
H 2.4779 2.8272 1.9075 0.011
O -3.0883 -6.0786 4.1053 0.000
C -1.8713 -5.9402 3.5016 0.000
O -1.0748 -6.8353 3.6241 0.001
C -1.6445 -4.7028 2.7317 0.003
C -0.5003 -4.6275 1.9309 0.011
C -0.2403 -3.5265 1.1445 -0.006
C -1.1259 -2.4275 1.1057 -0.026
S -0.8937 -1.0764 0.0576 0.073
C -2.2586 -2.4964 1.9468 -0.001
C -2.5092 -3.6020 2.7311 0.002
H -3.6498 -5.3317 3.8706 0.000
H 0.1679 -5.4798 1.9309 0.001
H 0.6479 -3.4910 0.5271 0.021
H -2.9313 -1.6489 1.9609 0.000
H -3.3945 -3.5742 3.3624 0.000


212
Properties=species:S:1:pos:R:3:mulliken_charge:R:1 method="wB97M-V/def2-TZVPD" total_charge=+3 fmax_ev_per_a=10.07 orbital_gap_ev=4.531 energy_ha=-4160.43775 e_homo_ev=-10.77 relative_energy_kj_mol=87.4 e_lumo_ev=-6.24
C -10.5427 6.2062 -12.5025 -0.186
N -9.9709 6.1140 -11.0473 0.825
C -8.5738 6.6670 -11.1188 -0.241
C -10.8385 7.1445 -10.1497 -0.420
C -10.0892 4.6390 -10.5144 -0.878
C -9.3503 4.3297 -9.1885 0.421
O -9.8806 5.0089 -8.1165 1.516
H -10.5170 7.2186 -12.9055 -0.247
H -11.5677 5.8495 -12.4006 0.438
H -10.0290 5.4652 -13.1151 0.026
H -8.5468 7.6743 -11.5344 0.431
H -7.8956 5.9333 -11.5545 0.041
H -8.1494 6.6335 -10.1154 -0.135
H -10.3916 7.1294 -9.1557 -0.282
H -11.8621 6.7794 -10.0653 0.391
H -10.9527 8.1642 -10.5177 0.134
H -9.6487 4.0448 -11.3149 0.240
H -11.1322 4.3818 -10.3297 0.255
H -8.2792 4.4349 -9.3611 0.173
H -9.4840 3.2616 -9.0169 -0.764
H -10.7621 4.6655 -7.9531 -1.098
C -6.8121 4.1154 -14.5772 -1.272
C -7.1590 3.4927 -15.9062 0.488
C -6.7728 2.0186 -16.1441 -0.768
O -7.0780 1.7238 -17.5009 -0.392
C -6.1205 2.1470 -18.3935 -0.737
N -8.6348 3.8563 -16.3094 0.190
H -8.9285 3.8473 -17.2757 0.468
H -9.3487 3.3267 -15.8298 0.066
H -8.7187 4.8589 -16.2210 0.256
H -6.5877 5.1815 -14.6125 0.377
H -5.8594 3.7980 -14.1532 0.526
H -7.6567 4.0444 -13.8918 -0.015
H -6.5330 3.9800 -16.6537 0.406
H -7.3998 1.3523 -15.5516 0.284
H -5.7232 1.8656 -15.8929 0.424
H -6.0638 1.4164 -19.2004 0.269
H -5.1002 2.1906 -18.0125 0.350
H -6.3228 3.0958 -18.8904 0.261
C -11.2865 10.7071 -12.7520 -1.606
C -11.6791 11.4445 -14.1010 0.129
C -10.4417 12.1553 -14.8400 -0.679
O -10.9344 12.6881 -16.1121 -0.372
C -10.0558 13.5149 -16.9473 -0.703
N -12.2239 10.3800 -15.0441 -0.104
H -13.0777 9.9153 -14.7701 0.363
H -12.3662 10.6804 -15.9978 0.445
H -11.4674 9.7135 -15.1049 0.169
H -11.9051 9.8634 -12.4460 0.365
H -11.2186 11.4754 -11.9819 0.497
H -10.3092 10.2491 -12.6000 0.530
H -12.5165 12.1161 -13.9115 0.451
H -9.7215 11.4252 -15.2094 0.389
H -9.9678 12.9859 -14.3170 0.429
H -10.5227 13.5539 -17.9315 0.250
H -9.1896 12.8630 -17.0609 0.334
H -9.9487 14.5063 -16.5072 0.261
C -8.5733 0.1678 -8.6885 -0.565
C -9.1223 -1.1003 -8.0220 -0.656
C -9.7783 -0.6299 -6.6580 -0.065
N -11.0076 -1.5019 -6.1450 0.526
C -10.6119 -3.0443 -5.9318 -0.946
C -11.6869 -0.9385 -4.9189 -0.472
C -13.1546 -1.2496 -5.0542 -0.510
C -13.4318 -0.8268 -6.4558 -0.119
C -12.2165 -1.4347 -7.1407 -0.641
H -7.6041 0.4106 -8.2526 0.341
H -8.9951 1.1453 -8.4547 -0.453
H -8.6251 0.1364 -9.7768 0.501
H -8.3376 -1.8350 -7.8411 0.421
H -9.8360 -1.6281 -8.6546 0.451
H -10.2673 0.3417 -6.7283 -0.386
H -8.9556 -0.5345 -5.9494 0.611
H -9.6557 -3.0927 -5.4106 0.347
H -10.5331 -3.6559 -6.8306 0.339
H -11.3419 -3.4003 -5.2048 0.391
H -11.2739 -1.3368 -3.9921 0.492
H -11.7363 0.1496 -4.8787 -0.140
H -13.4291 -2.2477 -4.7128 0.366
H -13.4801 -0.5495 -4.2847 0.251
H -14.3906 -1.2559 -6.7470 0.519
H -13.4886 0.2581 -6.5440 -0.322
H -12.5070 -2.4219 -7.5001 0.281
H -11.9249 -0.6530 -7.8422 0.495
C -8.2986 7.9312 -6.7586 -2.435
C -8.9576 8.6948 -5.6047 1.886
C -7.9797 9.7285 -5.0360 -1.736
N -8.5458 10.4384 -3.7703 0.807
C -9.1566 9.3148 -2.8421 -1.156
C -9.5855 11.5033 -4.1741 -0.289
C -9.1573 12.7340 -3.3934 -0.745
C -7.6766 12.7572 -3.5297 -0.769
C -7.4040 11.2435 -3.1092 -0.576
H -8.8862 7.1367 -7.2186 0.282
H -7.4288 7.3632 -6.4285 0.320
H -7.8744 8.6768 -7.4310 0.722
H -9.1436 7.9103 -4.8711 -0.640
H -9.9335 8.9383 -6.0248 -0.054
H -7.5147 10.4731 -5.6820 0.623
H -7.0493 9.2600 -4.7150 0.613
H -8.3783 8.6277 -2.5099 0.317
H -10.0369 8.8539 -3.2902 0.321
H -9.5356 9.7788 -1.9315 0.531
H -10.5800 11.1196 -3.9464 0.213
H -9.4982 11.5826 -5.2577 0.334
H -9.3906 12.8437 -2.3343 0.372
H -9.5084 13.7120 -3.7226 0.278
H -7.2350 13.5758 -2.9614 0.437
H -7.3220 13.0044 -4.5303 0.334
H -7.6438 11.2567 -2.0460 0.410
H -6.4346 10.8837 -3.4540 0.269
C -11.0225 5.8879 -3.6696 -1.362
C -9.6036 5.2506 -3.3830 -0.562
C -9.2630 4.3058 -4.5347 -0.235
N -7.8891 3.6836 -4.7026 0.714
C -7.5728 2.8523 -3.3605 -1.080
C -7.7787 2.7429 -5.9070 0.516
C -6.6222 3.2413 -6.7495 -0.640
C -6.3645 4.7165 -6.4988 -0.185
C -6.9267 4.8523 -4.9995 0.001
H -11.1152 6.8172 -3.1076 0.518
H -11.8402 5.2190 -3.4011 0.524
H -11.1375 6.1289 -4.7264 0.105
H -9.7703 4.5530 -2.5623 0.645
H -8.9094 6.0801 -3.2484 0.111
H -9.3852 4.9727 -5.3882 -0.320
H -9.9538 3.4641 -4.4853 0.670
H -7.7456 3.5854 -2.5726 0.402
H -6.5947 2.3718 -3.3871 0.364
H -8.3066 2.0462 -3.3553 0.357
H -7.6771 1.7149 -5.5592 0.059
H -8.7142 2.5649 -6.4373 -0.614
H -5.8201 2.6899 -6.2589 0.445
H -6.8601 2.9691 -7.7778 0.300
H -5.3193 4.9954 -6.6325 0.674
H -6.9029 5.2994 -7.2460 -0.285
H -6.1676 4.6308 -4.2493 0.331
H -7.4271 5.8176 -4.9228 -0.216
C -12.0860 14.0530 -6.0892 -1.529
C -12.4802 12.6473 -6.5137 0.584
C -13.4790 12.4962 -7.7061 -0.845
N -14.3717 11.1693 -7.5887 0.458
C -15.1423 11.2672 -6.2422 -1.029
C -13.5175 9.9213 -7.8019 0.535
C -13.7031 9.5348 -9.2454 1.120
C -14.6614 10.4919 -9.9096 -0.792
C -15.3222 11.1496 -8.7739 -0.905
H -11.3503 14.5125 -6.7493 0.351
H -11.7333 14.1550 -5.0629 0.263
H -12.9474 14.7098 -6.2098 0.451
H -12.8371 12.2010 -5.5855 0.009
H -11.5425 12.1549 -6.7714 -0.038
H -12.8806 12.6036 -8.6109 0.389
H -14.2644 13.2520 -7.7125 0.532
H -15.6464 12.2333 -6.2667 0.345
H -14.4254 11.0735 -5.4443 0.409
H -15.8393 10.4384 -6.1179 0.327
H -13.9348 9.2334 -7.0666 -0.640
H -12.5032 10.0307 -7.4182 -0.271
H -13.9894 8.4856 -9.3169 0.286
H -12.6751 9.5768 -9.6055 -0.705
H -15.3818 10.1246 -10.6406 0.464
H -14.1064 11.3095 -10.3696 0.287
H -16.2989 10.7185 -8.5538 0.398
H -15.7667 12.1173 -9.0063 0.493
C -15.7214 1.5686 -4.0550 -1.371
C -15.4006 3.1084 -4.2012 0.335
C -15.9027 3.4856 -5.6039 -0.996
N -15.7110 5.0353 -5.8518 0.434
C -16.7396 5.8453 -4.9540 -0.989
C -15.9643 5.3648 -7.3540 -1.141
C -14.9298 6.3262 -7.8519 0.077
C -14.2442 6.7926 -6.5484 -0.145
C -14.2616 5.5355 -5.6520 -0.731
H -15.3002 0.9524 -4.8494 0.176
H -16.7901 1.3554 -4.0335 0.408
H -15.4577 1.2705 -3.0403 0.462
H -14.3297 3.2962 -4.1234 -0.056
H -15.8990 3.7251 -3.4532 0.340
H -16.9142 3.1857 -5.8777 0.630
H -15.3742 3.0190 -6.4352 0.265
H -17.6967 5.3286 -5.0261 0.312
H -16.7574 6.8903 -5.2633 0.418
H -16.3336 5.8179 -3.9428 0.427
H -16.9342 5.8621 -7.3503 0.312
H -16.0762 4.4778 -7.9776 0.432
H -15.4115 7.2081 -8.2740 0.458
H -14.2618 5.9280 -8.6157 -0.003
H -14.8566 7.5290 -6.0280 0.087
H -13.1931 7.0686 -6.6323 0.575
H -14.0407 5.7560 -4.6077 0.388
H -13.4660 4.8053 -5.8007 0.047
N -5.3233 4.4009 -10.4645 1.078
O -4.5512 4.8574 -11.2160 -0.700
O -5.4427 3.1913 -10.3071 -0.707
O -5.9085 5.2475 -9.8168 -0.585
N -12.2890 2.8188 -7.8747 0.541
O -11.7142 2.6843 -6.7782 -0.132
O -12.5931 3.9020 -8.3211 -0.600
O -12.4864 1.8111 -8.5711 -0.718
N -10.7864 2.3025 -13.8349 1.079
O -11.5150 2.3708 -12.8943 -0.678
O -9.5912 2.3815 -13.7784 -0.631
O -11.2832 2.3249 -14.9465 -0.747
N -9.0203 10.4671 -9.0059 1.053
O -8.6858 9.6610 -9.8636 -0.620
O -8.1896 10.9995 -8.3982 -0.726
O -10.1317 10.7148 -8.8217 -0.589
N -9.0818 7.6796 -15.1735 0.846
O -9.0596 6.6023 -15.7692 -0.772
O -10.0637 8.4339 -15.2118 -0.807
O -8.0710 7.8880 -14.5417 -0.624